Density functional theory data (ωB97M-V/def2-TZVPD) for C5H7NO2 in the gas phase in a non-equilibrium geometry.

```
15
Properties=species:S:1:pos:R:3:mulliken_charge:R:1
O -1.44956 2.42997 -0.77081 -0.564
C -0.96743 1.34612 -0.44320 0.523
N -1.43436 0.07429 -0.79507 -0.216
C -0.18744 -0.88919 -0.88062 -1.324
C 1.08440 -0.68046 -0.39573 0.202
C 1.52806 -0.11742 0.81691 -0.252
C 0.28997 0.18456 1.60462 -0.262
O -0.28991 1.39675 0.80690 -0.302
H -2.42497 -0.06065 -1.49147 0.323
H -0.15806 -1.22019 -1.87452 0.384
H -0.64618 -1.75961 -0.40190 0.414
H 1.94623 -0.74942 -1.10312 0.250
H 2.62208 0.37904 0.97869 0.275
H -0.37588 -0.88172 1.21289 0.269
H 0.46305 0.54791 2.73643 0.280
```

Computed properties:
Largest force on an atom: 9.0 eV/Å
SMILES: O=C1NCC=CCO1
Total energy: -399.77564 hartree
LUMO: 0.24 eV
Relative energy (zero: lowest compared OMol25 entry of this formula, charge and spin): 5.168 eV

Density functional theory data (ωB97M-V/def2-TZVPD) for C21H21IrN3O2PS as an isolated structure in a non-equilibrium geometry.

```
50
Properties=species:S:1:pos:R:3:mulliken_charge:R:1
Ir 0.67511 -0.15425 -1.13756 0.902
O -5.60066 3.99294 0.49678 -0.549
N -4.71847 3.44797 1.09639 1.001
O -4.59069 3.38423 2.29102 -0.587
C -3.70821 2.76181 0.26516 -0.238
C -4.08599 2.43496 -0.99909 -0.900
C -3.20634 1.75855 -1.88592 1.250
C -3.55617 1.43545 -3.21057 -0.502
C -2.64009 0.77123 -3.99678 -0.801
C -1.39028 0.45248 -3.46142 -0.290
N -1.03995 0.74567 -2.21694 -0.384
C -1.92452 1.39108 -1.42274 -0.159
C -1.52802 1.71949 -0.08415 0.312
N -0.30240 1.32681 0.32817 -0.596
C 0.13111 1.69439 1.51761 -0.281
C -0.63685 2.46071 2.39253 -0.808
C -1.92088 2.80374 2.03842 -0.533
C -2.40290 2.44104 0.76795 0.884
H -5.08253 2.68771 -1.33468 0.561
H -4.52508 1.71756 -3.59568 0.511
H -2.86539 0.48843 -5.01214 0.462
H -0.65048 -0.05164 -4.06706 0.499
H 1.12244 1.36826 1.79594 0.469
H -0.22611 2.77318 3.33851 0.452
H -2.56104 3.33590 2.72776 0.580
C 0.44490 -2.89759 1.12333 -1.165
P -0.24157 -2.30075 -0.45994 0.717
C -2.04775 -2.20415 -0.18899 -1.200
C -0.03739 -3.75271 -1.54864 -1.193
H -0.06063 -3.81593 1.42076 0.451
H 0.32090 -2.14917 1.90324 0.345
H 1.50635 -3.10359 0.99526 0.353
H -2.41902 -3.15286 0.19629 0.449
H -2.54737 -1.98652 -1.13128 0.354
H -2.27698 -1.41516 0.52439 0.326
H -0.48318 -4.62194 -1.06193 0.434
H 1.02156 -3.94502 -1.71663 0.360
H -0.52545 -3.59094 -2.50812 0.386
S 2.85759 -0.57741 -0.39825 -0.055
C 4.32319 -0.58789 0.52117 0.612
C 4.77380 0.54810 1.20860 -0.369
C 5.86288 0.43454 2.04507 -0.580
C 6.51396 -0.78698 2.19587 -0.441
C 6.09332 -1.89894 1.46970 -0.590
C 5.01135 -1.80723 0.62532 -0.490
H 4.26554 1.48971 1.08241 0.416
H 6.21815 1.30054 2.58352 0.398
H 7.35501 -0.87264 2.86830 0.413
H 6.62268 -2.83329 1.56687 0.391
H 4.68254 -2.65986 0.05217 0.423
```

Computed properties:
Charge: +2
Largest force on an atom: 3.8 eV/Å
Total energy: -1970.79050 hartree
LUMO (alpha / beta): -8.55 / -8.45 eV
Relative energy (zero: lowest compared OMol25 entry of this formula, charge and spin): 0.986 eV

Density functional theory data (ωB97M-V/def2-TZVPD) for C26H18N5NiO3S3 as an isolated structure in a non-equilibrium geometry.

```
56
Properties=species:S:1:pos:R:3:mulliken_charge:R:1
Ni 0.08720 0.31230 0.02110 0.334
S 0.52280 0.70710 2.14270 -0.259
C 1.85490 -0.35030 2.47960 0.438
C 2.31430 -0.52860 3.78880 -0.887
C 3.31290 -1.44790 4.07540 0.496
C 3.75180 -1.65260 5.39670 -0.076
N 4.10980 -1.83120 6.47290 -0.566
C 3.88850 -2.21490 3.02860 0.450
C 3.47580 -2.00220 1.72120 -0.954
C 2.47490 -1.07650 1.43340 0.594
S 2.01580 -0.78940 -0.20240 -0.445
C 4.83330 -3.22180 3.30050 -0.079
N 5.56510 -4.09070 3.47480 -0.552
H 1.86540 0.05150 4.58170 0.516
H 3.92460 -2.55830 0.91160 0.480
C 1.78830 2.64780 -4.50590 -0.475
C 1.81790 2.90820 -3.14010 -0.825
C 1.19910 2.05670 -2.25460 -0.070
C 0.51230 0.92470 -2.72860 0.610
C 0.48220 0.67080 -4.11040 -0.425
C 1.12220 1.52510 -4.97880 -0.595
N -0.08530 0.09580 -1.82910 1.289
N -0.71420 -0.96200 -2.25260 -0.839
C -1.21930 -1.79770 -1.34860 0.084
C -1.85600 -2.98460 -1.77650 -0.857
C -2.34960 -3.85330 -0.84380 -0.275
C -2.22730 -3.53940 0.51440 -1.011
C -1.59430 -2.36240 0.86500 -0.313
N -1.08810 -1.51300 -0.01540 0.406
H 2.28130 3.31430 -5.19910 0.374
H 2.33230 3.78670 -2.77760 0.369
H 1.21550 2.23800 -1.17800 0.178
H -0.04280 -0.20500 -4.45730 0.376
H 1.10450 1.31730 -6.03980 0.360
H -1.91040 -3.17510 -2.83580 0.545
H -2.82160 -4.77630 -1.14930 0.440
H -2.60920 -4.20230 1.27460 0.430
H -1.48200 -2.09250 1.90700 0.505
C -6.01210 -2.87170 -0.60280 -1.450
C -5.11900 -1.72280 -0.23620 1.089
C -4.92730 -1.37660 1.09690 -0.661
C -4.07810 -0.33680 1.43330 -0.616
C -3.42610 0.36220 0.43940 0.068
C -3.63400 0.05830 -0.88870 -0.440
C -4.47070 -0.99260 -1.22340 -0.842
S -2.37100 1.74080 0.89030 1.475
O -1.96040 1.51160 2.26140 -0.760
O -3.18400 2.91730 0.68050 -0.790
O -1.23610 1.71620 -0.07240 -0.541
H -6.89050 -2.89600 0.03940 0.398
H -5.47960 -3.81650 -0.48380 0.236
H -6.33600 -2.79100 -1.63810 0.368
H -5.44720 -1.92720 1.86870 0.392
H -3.89850 -0.05340 2.45810 0.528
H -3.12840 0.64200 -1.64130 0.449
H -4.62510 -1.24990 -2.26160 0.327
```

Computed properties:
Charge: -1
<S²>: 2.134
Largest force on an atom: 2.1 eV/Å
Total energy: -4204.07601 hartree
LUMO (alpha / beta): 0.72 / 1.33 eV
Spin multiplicity: 3
Relative energy (zero: lowest compared OMol25 entry of this formula, charge and spin): 1.165 eV

Density functional theory data (ωB97M-V/def2-TZVPD) for a 2-piece molecular cluster, C5H15N2 overall in a non-equilibrium geometry.

```
22
Properties=species:S:1:pos:R:3:mulliken_charge:R:1
C -0.61618 1.93252 0.19423 -1.152
C 1.47521 0.66982 -0.51114 -1.505
C -0.53903 -1.92606 -0.15931 -0.986
C 0.42032 -0.80590 1.81265 -0.958
C 0.02934 0.58789 -0.25188 0.748
N -0.62981 0.02377 -2.05691 -0.787
N -0.39126 -0.64222 0.52218 0.081
H -1.02021 2.55195 -0.59571 0.329
H -1.30552 1.88560 1.01535 0.344
H 0.31189 2.47413 0.59719 0.315
H 1.92566 1.51428 -0.07612 0.431
H 2.12846 -0.15680 -0.35961 0.430
H 1.54622 0.88678 -1.59447 0.369
H -1.40239 -2.49619 0.01498 0.398
H -0.63547 -1.78808 -1.33346 0.420
H 0.30517 -2.54263 -0.09732 0.412
H 0.20401 -1.84610 2.17870 0.425
H 1.48670 -0.76527 1.57996 0.372
H 0.14881 -0.10272 2.56455 0.339
H -0.50428 0.91635 -2.54112 0.303
H -1.62487 -0.02658 -1.85106 0.249
H -1.31277 -0.34453 0.94831 0.423
```

Computed properties:
Charge: +1
Largest force on an atom: 4.9 eV/Å
Total energy: -308.65779 hartree
LUMO: -3.14 eV
Relative energy (zero: lowest compared OMol25 entry of this formula, charge and spin): 3.670 eV

Density functional theory data (ωB97M-V/def2-TZVPD) for a 8-piece molecular cluster, H16O8 overall in a non-equilibrium geometry.

```
24
Properties=species:S:1:pos:R:3:mulliken_charge:R:1
O -1.97751 -0.74638 -1.26401 -0.879
H -2.52352 -0.40478 -0.56896 0.372
H -2.12045 -1.71654 -1.18372 0.348
O 1.06626 2.51226 -1.07624 -0.604
H 1.35513 1.63585 -1.20388 0.305
H 0.15752 2.53342 -0.77044 0.295
O -3.25125 0.76258 -3.10454 -0.629
H -2.79986 0.17823 -2.46425 0.434
H -4.03050 0.33807 -3.38035 0.295
O 1.44162 1.17029 2.78488 -0.651
H 1.77670 2.07210 2.79029 0.278
H 1.82502 0.85338 1.92187 0.434
O 0.48106 -0.23823 -0.40804 -0.619
H 0.93583 -1.06922 -0.41585 0.344
H -0.45407 -0.49338 -0.73218 0.217
O -1.21494 -0.43237 2.06136 -0.646
H -0.62971 -0.75981 1.40029 0.319
H -0.96293 0.44950 2.23375 0.333
O 2.87906 0.37999 0.70830 -0.714
H 3.32258 1.17156 0.40600 0.378
H 2.10851 0.34048 0.15970 0.408
O 1.03891 -2.82325 0.39657 -0.668
H 0.21498 -3.28106 0.51158 0.307
H 1.36156 -2.43269 1.19789 0.344
```

Computed properties:
Largest force on an atom: 2.4 eV/Å
SMILES: O.O.O.O.O.O.O.O
Total energy: -611.49517 hartree
LUMO: -0.33 eV
Relative energy (zero: lowest compared OMol25 entry of this formula, charge and spin): 2.379 eV

Density functional theory data (ωB97M-V/def2-TZVPD) for C7H11NO in the gas phase in a non-equilibrium geometry.

```
20
Properties=species:S:1:pos:R:3:mulliken_charge:R:1
O -0.27227 3.59897 1.49205 -0.508
C 0.21333 2.41916 1.55456 0.695
N 0.94791 1.40347 1.27056 -0.515
C 0.18240 0.06452 1.21304 0.092
C 1.02572 -1.21504 0.56008 -0.989
C 0.70693 -1.23451 -0.92555 -0.636
C 0.31212 0.15098 -1.45211 -0.777
C -1.07888 0.33444 -0.94392 -0.623
C -1.17353 -0.09017 0.50430 -0.689
H 0.16329 0.02029 2.44477 0.434
H 0.66181 -2.20256 1.04132 0.266
H 2.04714 -1.07152 0.89910 0.393
H 1.46032 -1.76334 -1.52184 0.393
H -0.06774 -1.97564 -1.14620 0.359
H 0.30291 0.08530 -2.61287 0.295
H 0.73089 1.01062 -0.93464 0.454
H -1.78794 -0.16491 -1.56489 0.445
H -1.20379 1.43182 -1.18542 0.264
H -2.06409 0.42599 0.84816 0.358
H -1.10653 -1.22788 0.45950 0.288
```

Computed properties:
Largest force on an atom: 7.8 eV/Å
SMILES: O=C=NC1CCCCC1
Total energy: -403.20970 hartree
LUMO: 0.36 eV
Relative energy (zero: lowest compared OMol25 entry of this formula, charge and spin): 3.381 eV